Entry 1:
Entry from the OMol25 dataset: C44H51CsN6O3P2S4 as an isolated structure in a non-equilibrium geometry (ωB97M-V/def2-TZVPD).

Net charge: -2
Energy: -124006.637 eV
E_HOMO: 0.352 eV
Max |F|: 0.0820 hartree/bohr
HOMO-LUMO gap: 3.1 eV
Relative energy (zero: lowest compared OMol25 entry of this formula, charge and spin): 329.3 kJ/mol

Geometry (Å):
Cs (-0.7820, 0.0400, -0.1847)
C (-4.9700, 5.7381, -0.1563)
S (-3.6430, 5.6082, -1.3796)
C (-3.5008, 3.8146, -1.6347)
S (-4.7072, 2.7653, -1.0881)
N (-2.3760, 3.5527, -2.2205)
N (-2.0068, 2.3991, -2.7580)
C (-2.7635, 1.7754, -3.5825)
C (-2.3604, 0.5203, -4.1939)
C (-3.3017, -0.2176, -4.9275)
C (-2.9383, -1.4292, -5.4766)
C (-1.6386, -1.8875, -5.3007)
C (-0.7746, -1.0980, -4.5563)
N (-1.1084, 0.0676, -4.0235)
H (-5.0081, 6.7862, 0.1444)
H (-4.7396, 5.0995, 0.6914)
H (-5.9126, 5.4268, -0.5972)
H (-3.7542, 2.1586, -3.8319)
H (-4.3137, 0.1543, -5.0236)
H (-3.6534, -2.0257, -6.0299)
H (-1.3185, -2.8296, -5.7248)
H (0.2512, -1.4165, -4.3879)
O (0.5977, 1.6461, 1.1034)
P (2.0051, 2.0665, 1.0141)
C (2.5996, 2.0070, -0.7438)
P (2.6221, 0.2786, -1.4255)
O (1.3176, -0.3925, -1.2964)
C (3.0322, 0.5816, -3.1707)
C (4.2451, 0.2890, -3.7893)
C (4.4134, 0.5361, -5.1430)
C (3.3717, 1.0650, -5.8938)
C (2.1471, 1.3190, -5.2891)
C (1.9745, 1.0795, -3.9371)
C (3.9895, -0.6338, -0.7138)
C (3.7026, -1.8661, -0.1201)
C (4.7392, -2.6610, 0.3375)
C (6.0583, -2.2496, 0.1938)
C (6.3437, -1.0196, -0.3891)
C (5.3168, -0.2068, -0.8275)
C (3.0994, 1.1080, 2.0567)
C (4.4503, 1.4170, 2.2395)
C (5.1881, 0.7264, 3.1805)
C (4.6011, -0.2963, 3.9206)
C (3.2719, -0.6328, 3.7101)
C (2.5164, 0.0749, 2.7939)
C (2.1879, 3.8153, 1.4815)
C (1.2187, 4.6709, 0.9469)
C (1.2069, 6.0141, 1.2755)
C (2.1544, 6.5263, 2.1526)
C (3.0980, 5.6765, 2.7148)
C (3.1125, 4.3298, 2.3882)
H (3.5837, 2.4666, -0.8593)
H (1.8705, 2.5670, -1.3366)
H (5.0530, -0.1463, -3.2158)
H (5.3588, 0.3043, -5.6190)
H (3.5123, 1.2656, -6.9488)
H (1.3163, 1.6957, -5.8731)
H (1.0063, 1.2538, -3.4760)
H (2.6630, -2.1923, 0.0028)
H (4.5094, -3.6035, 0.8194)
H (6.8658, -2.8755, 0.5550)
H (7.3727, -0.6909, -0.4865)
H (5.5393, 0.7585, -1.2721)
H (4.9161, 2.1921, 1.6401)
H (6.2349, 0.9680, 3.3268)
H (5.1930, -0.8502, 4.6392)
H (2.8217, -1.4603, 4.2442)
H (1.4754, -0.1912, 2.6257)
H (0.4695, 4.2667, 0.2744)
H (0.4538, 6.6653, 0.8500)
H (2.1516, 7.5785, 2.4078)
H (3.8230, 6.0656, 3.4196)
H (3.8332, 3.6737, 2.8559)
O (-4.1594, -3.5635, -1.6836)
S (-2.7801, -3.1594, -1.2681)
C (-1.6466, -4.1620, -2.3079)
C (-1.7947, -5.5690, -1.7608)
C (-1.5814, -5.4077, -0.2569)
C (-2.3918, -4.1954, 0.1879)
H (-0.6412, -3.7660, -2.1378)
H (-1.9440, -4.0362, -3.3491)
H (-1.0885, -6.2724, -2.2115)
H (-2.8132, -5.9166, -1.9616)
H (-0.5292, -5.1960, -0.0424)
H (-1.8650, -6.3060, 0.2963)
H (-1.8122, -3.5821, 0.8884)
H (-3.3647, -4.4420, 0.6150)
C (-2.3214, -1.8266, 5.6300)
C (-1.5058, -2.5156, 4.5517)
N (-1.6927, -1.8297, 3.2985)
C (-2.9146, -1.4213, 2.8712)
N (-3.0825, -1.1202, 1.6271)
C (-4.3552, -0.5987, 1.1734)
C (-5.1776, 0.0361, 2.2878)
C (-5.2391, -0.9441, 3.4435)
N (-3.8925, -1.2490, 3.8677)
C (-3.7687, -1.8465, 5.1765)
H (-1.9904, -0.7892, 5.7262)
H (-2.2156, -2.3277, 6.5961)
H (-1.8076, -3.5724, 4.4824)
H (-0.4392, -2.5026, 4.7756)
H (-1.0035, -2.1831, 2.5628)
H (-4.9322, -1.4091, 0.7054)
H (-4.1653, 0.1456, 0.3961)
H (-6.1786, 0.2969, 1.9363)
H (-4.6780, 0.9476, 2.6259)
H (-5.7846, -1.8531, 3.1385)
H (-5.7728, -0.5123, 4.2975)
H (-4.1412, -2.8860, 5.1834)
H (-4.4001, -1.2763, 5.8686)
S (0.5860, -3.1711, 1.6681)

Atom charges from the Löwdin analysis, given in e for atoms 1 to 99: 1.051, -0.498, 0.722, -1.197, 0.467, -0.152, -0.017, -0.150, -0.259, -0.025, -0.077, -0.087, -0.144, 0.120, 0.011, 0.010, 0.003, 0.102, 0.108, 0.101, 0.095, 0.110, -0.631, 0.698, -0.255, 0.704, -0.680, -0.245, -0.076, -0.097, -0.096, -0.075, -0.083, -0.277, -0.058, -0.058, -0.090, -0.107, -0.132, -0.278, -0.127, -0.100, -0.082, -0.059, -0.054, -0.243, -0.063, -0.075, -0.096, -0.095, -0.075, 0.070, 0.075, 0.085, 0.095, 0.094, 0.107, 0.091, 0.019, 0.107, 0.094, 0.093, 0.102, 0.104, 0.094, 0.096, 0.103, 0.083, 0.117, 0.106, 0.095, 0.096, 0.085, -0.581, 0.852, -0.328, -0.263, -0.263, -0.354, 0.095, 0.067, 0.100, 0.099, 0.039, 0.102, -0.036, 0.088, -0.183, -0.240, 0.012, -0.391, -0.002, -0.260, -0.172, -0.192, -0.065, -0.201, 0.113, 0.101


Entry 2:
Entry from the OMol25 dataset: C44H51N9O2P2Pt as an isolated structure (ωB97M-V/def2-TZVPD).

Net charge: +4
Energy: -85752.369 eV
E_HOMO: -18.028 eV
Max |F|: 0.0131 hartree/bohr
HOMO-LUMO gap: 7.7 eV
Relative energy (zero: lowest compared OMol25 entry of this formula, charge and spin): 0.0 kJ/mol

Geometry (Å):
Pt (-0.1246, -1.0014, 0.5848)
C (-1.6189, -6.0444, 2.0097)
N (-1.7153, -4.5913, 1.7859)
C (-2.7996, -3.8270, 2.1130)
C (-2.5019, -2.5444, 1.7675)
N (-1.2459, -2.5379, 1.2258)
C (-0.7774, -3.7942, 1.2450)
P (0.8957, -4.3546, 0.7809)
C (0.9848, -3.5176, -0.8361)
N (0.6010, -2.2575, -1.0294)
C (0.8233, -1.9585, -2.3429)
C (1.3400, -3.0656, -2.9513)
N (1.4329, -4.0388, -1.9948)
C (1.9734, -5.3853, -2.2259)
C (1.7564, -3.0177, 1.6809)
N (1.3931, -1.7279, 1.6748)
C (2.3147, -1.0170, 2.3976)
C (3.2447, -1.8993, 2.8518)
N (2.8821, -3.1396, 2.4004)
C (3.6103, -4.3818, 2.7037)
H (-2.6151, -6.4189, 2.2243)
H (-1.2438, -6.5329, 1.1148)
H (-0.9677, -6.2489, 2.8563)
H (-3.6869, -4.2501, 2.5530)
H (-3.0917, -1.6511, 1.8743)
H (0.6351, -0.9820, -2.7543)
H (1.6538, -3.2357, -3.9678)
H (1.5743, -5.7690, -3.1608)
H (3.0588, -5.3432, -2.2805)
H (1.6709, -6.0436, -1.4163)
H (2.2531, 0.0476, 2.5367)
H (4.1234, -1.7452, 3.4552)
H (4.6571, -4.1357, 2.8554)
H (3.2086, -4.8355, 3.6068)
H (3.5270, -5.0724, 1.8694)
O (1.1056, 0.4051, -0.1582)
P (1.8742, 1.7119, -0.4507)
C (3.0040, 1.3430, -1.7774)
C (3.4787, 0.0419, -1.9412)
C (4.4095, -0.2299, -2.9315)
C (4.8681, 0.7904, -3.7554)
C (4.3978, 2.0876, -3.5942)
C (3.4667, 2.3676, -2.6071)
C (2.7767, 2.3389, 0.9560)
C (4.0884, 2.7882, 0.7953)
C (4.7736, 3.3246, 1.8774)
C (4.1620, 3.4090, 3.1192)
C (2.8570, 2.9557, 3.2880)
C (2.1647, 2.4275, 2.2121)
C (0.7309, 2.9681, -1.0265)
C (0.4504, 4.1001, -0.2611)
C (-0.4544, 5.0470, -0.7241)
C (-1.0752, 4.8711, -1.9544)
C (-0.7874, 3.7516, -2.7297)
C (0.1163, 2.8057, -2.2720)
H (3.1288, -0.7468, -1.2861)
H (4.7910, -1.2345, -3.0592)
H (5.5986, 0.5762, -4.5241)
H (4.7577, 2.8799, -4.2363)
H (3.1019, 3.3817, -2.4888)
H (4.5849, 2.7182, -0.1629)
H (5.7884, 3.6752, 1.7471)
H (4.7010, 3.8284, 3.9583)
H (2.3822, 3.0225, 4.2583)
H (1.1468, 2.0792, 2.3512)
H (0.9770, 4.2720, 0.6702)
H (-0.6382, 5.9465, -0.1498)
H (-1.7470, 5.6310, -2.3329)
H (-1.2312, 3.6441, -3.7111)
H (0.3698, 1.9568, -2.8976)
N (-1.4738, -0.3889, -0.8218)
C (-2.2835, -0.2840, -1.6466)
N (-3.1144, -0.1892, -2.6258)
C (-3.9339, 1.0316, -2.8405)
C (-4.1224, 1.2311, -4.3394)
O (-4.6397, 0.0648, -4.9261)
C (-3.7235, -1.0025, -4.8491)
C (-3.5118, -1.4044, -3.3993)
H (-3.3980, 1.8836, -2.4179)
H (-4.9013, 0.8970, -2.3527)
H (-3.1663, 1.5073, -4.8024)
H (-4.8409, 2.0306, -4.5109)
H (-2.7697, -0.7246, -5.3146)
H (-4.1510, -1.8397, -5.3976)
H (-2.7233, -2.1499, -3.3011)
H (-4.4386, -1.7909, -2.9723)
C (-4.1033, 1.0443, 1.1737)
N (-3.3638, 2.3384, 1.1067)
C (-3.9517, 3.2996, 2.1014)
C (-1.8415, 2.1808, 1.1540)
C (-1.3432, 1.3667, 2.3170)
C (-1.4098, 1.9991, 3.5693)
C (-1.0754, 1.3669, 4.7516)
C (-0.6625, 0.0465, 4.6928)
C (-0.5030, -0.5643, 3.4593)
C (-0.7794, 0.0802, 2.2507)
H (-5.1282, 1.2074, 0.8486)
H (-4.1046, 0.7111, 2.2100)
H (-3.6134, 0.3084, 0.5429)
H (-3.5411, 2.7629, 0.1956)
H (-3.7985, 2.9132, 3.1019)
H (-5.0177, 3.3775, 1.9004)
H (-3.4810, 4.2727, 1.9824)
H (-1.4612, 3.1996, 1.1949)
H (-1.5546, 1.7570, 0.1945)
H (-1.7118, 3.0372, 3.6095)
H (-1.1406, 1.8931, 5.6941)
H (-0.4253, -0.5015, 5.5951)
H (-0.1411, -1.5855, 3.4633)

Atom charges from the Löwdin analysis, given in e for atoms 1 to 99: 1.506, 0.028, -0.087, 0.015, -0.067, -0.116, -0.411, 1.231, -0.433, -0.077, -0.104, 0.000, -0.090, 0.028, -0.410, -0.123, -0.055, 0.025, -0.083, 0.032, 0.112, 0.097, 0.110, 0.153, 0.108, 0.115, 0.150, 0.113, 0.113, 0.079, 0.101, 0.154, 0.113, 0.115, 0.085, -0.487, 0.890, -0.306, -0.085, -0.052, -0.028, -0.031, -0.069, -0.289, -0.037, -0.026, -0.024, -0.046, -0.121, -0.289, -0.078, -0.053, -0.041, -0.061, -0.081, 0.091, 0.115, 0.126, 0.127, 0.124, 0.111, 0.128, 0.128, 0.118, 0.085, 0.114, 0.125, 0.124, 0.115, 0.113, 0.072, -0.191, -0.037, -0.079, -0.172, -0.085, -0.166, -0.060, 0.116, 0.138, 0.135, 0.149, 0.138, 0.150, 0.132, 0.143, 0.017, -0.148, 0.037, -0.078, -0.242, -0.041, -0.022, -0.024, -0.126, -0.215, 0.120, 0.115, 0.068


Entry 3:
Entry from the OMol25 dataset: C44H52BN8PdS2 as an isolated structure in a non-equilibrium geometry (ωB97M-V/def2-TZVPD).

Net charge: +3
Energy: -84196.670 eV
E_HOMO: -15.304 eV
Max |F|: 0.0280 hartree/bohr
HOMO-LUMO gap: 3.5 eV

Geometry (Å):
Pd (0.6276, 0.1852, 0.0047)
C (5.2137, -2.3310, -0.0079)
C (4.3708, -1.1031, -0.0034)
C (4.7498, 0.2221, -0.0026)
C (3.5799, 0.9805, 0.0021)
N (2.5475, 0.1224, 0.0021)
N (3.0286, -1.1459, -0.0006)
B (2.0379, -2.3157, -0.0004)
N (1.2023, -2.2094, 1.3287)
N (0.7591, -0.9849, 1.7752)
C (0.3354, -1.1260, 3.0245)
C (0.4963, -2.4627, 3.4100)
C (1.0597, -3.1130, 2.3292)
C (1.4818, -4.5450, 2.2545)
C (-0.2513, 0.0009, 3.8443)
C (0.3057, 1.3497, 3.3878)
C (0.0875, -0.2142, 5.3226)
C (-1.7765, -0.0109, 3.6641)
N (1.1974, -2.2075, -1.3262)
N (0.7529, -0.9824, -1.7696)
C (0.3288, -1.1205, -3.0191)
C (0.4906, -2.4569, -3.4084)
C (1.0519, -3.1099, -2.3275)
C (1.4695, -4.5428, -2.2524)
C (-0.2570, 0.0093, -3.8354)
C (0.0805, -0.2017, -5.3145)
C (0.3016, 1.3563, -3.3749)
C (-1.7817, -0.0009, -3.6539)
C (3.5027, 2.4881, 0.0051)
C (2.0640, 2.9900, 0.0158)
C (4.2025, 3.0106, -1.2576)
C (4.2189, 3.0059, 1.2601)
H (6.2642, -2.0507, -0.0094)
H (5.0209, -2.9387, -0.8921)
H (5.0245, -2.9427, 0.8742)
H (5.7592, 0.5971, -0.0044)
H (2.6413, -3.3380, -0.0018)
H (0.2816, -2.8971, 4.3716)
H (2.1680, -4.7702, 3.0703)
H (1.9785, -4.7873, 1.3190)
H (0.6208, -5.2032, 2.3763)
H (1.3882, 1.3941, 3.5195)
H (-0.1462, 2.1559, 3.9678)
H (0.0816, 1.5121, 2.3310)
H (1.1655, -0.2751, 5.4758)
H (-0.3664, -1.1260, 5.7121)
H (-0.2931, 0.6194, 5.9140)
H (-2.0416, 0.1912, 2.6195)
H (-2.2364, 0.7574, 4.2880)
H (-2.1998, -0.9754, 3.9491)
H (0.2751, -2.8894, -4.3705)
H (2.1512, -4.7713, -3.0712)
H (0.6055, -5.1985, -2.3689)
H (1.9698, -4.7854, -1.3189)
H (1.1582, -0.2633, -5.4687)
H (-0.2995, 0.6341, -5.9031)
H (-0.3748, -1.1116, -5.7064)
H (1.3843, 1.3999, -3.5061)
H (0.0776, 1.5140, -2.3185)
H (-0.1496, 2.1652, -3.9518)
H (-2.2065, -0.9640, -3.9416)
H (-2.2410, 0.7699, -4.2751)
H (-2.0460, 0.1978, -2.6102)
H (1.5252, 2.6629, -0.8788)
H (2.0793, 4.0834, 0.0160)
H (1.5381, 2.6622, 0.9181)
H (3.7134, 2.6425, -2.1618)
H (5.2454, 2.6972, -1.2873)
H (4.1824, 4.1015, -1.2721)
H (3.7415, 2.6350, 2.1694)
H (4.1996, 4.0967, 1.2785)
H (5.2621, 2.6920, 1.2750)
S (-1.5500, -4.9603, -0.0028)
C (-2.4332, -6.3772, -0.0034)
C (-3.8215, -6.1854, -0.0038)
C (-4.1523, -4.8544, -0.0044)
C (-3.0147, -3.9996, -0.0032)
C (-2.9899, -2.6178, -0.0029)
C (-1.7071, -1.9089, 0.0024)
N (-1.6010, -0.6330, 0.0040)
C (-2.7609, 0.1335, 0.0023)
C (-4.0734, -0.4693, -0.0037)
C (-5.2491, 0.3827, -0.0068)
C (-5.1284, 1.7147, -0.0056)
C (-3.8162, 2.3330, -0.0014)
C (-3.6498, 3.6819, -0.0034)
C (-2.3376, 4.2368, -0.0023)
C (-1.2154, 3.2888, 0.0049)
N (-1.3601, 2.0169, 0.0066)
C (-2.6392, 1.4969, 0.0032)
C (-2.0920, 5.5962, -0.0093)
C (-0.8326, 6.2653, -0.0123)
C (-0.9514, 7.6307, -0.0185)
C (-2.2934, 8.0368, -0.0203)
S (-3.3870, 6.7755, -0.0149)
C (-4.1708, -1.8258, -0.0078)
H (-1.9230, -7.3315, -0.0029)
H (-4.5270, -7.0028, -0.0040)
H (-5.1695, -4.4907, -0.0049)
H (-0.7794, -2.4705, 0.0037)
H (-6.2233, -0.0885, -0.0111)
H (-6.0005, 2.3552, -0.0088)
H (-4.5207, 4.3258, -0.0083)
H (-0.2027, 3.6687, 0.0066)
H (0.1171, 5.7508, -0.0106)
H (-0.1280, 8.3289, -0.0218)
H (-2.6505, 9.0586, -0.0249)
H (-5.1461, -2.2925, -0.0123)

Atom charges from the Löwdin analysis, given in e for atoms 1 to 99: 1.019, 0.008, -0.228, 0.057, -0.190, -0.030, 0.046, -0.487, 0.022, 0.020, -0.230, 0.049, -0.255, -0.004, -0.540, -0.052, -0.033, -0.027, 0.022, 0.020, -0.230, 0.050, -0.255, -0.005, -0.540, -0.033, -0.052, -0.027, -0.536, -0.086, -0.020, -0.020, 0.095, 0.094, 0.094, 0.133, 0.107, 0.125, 0.102, 0.062, 0.075, 0.094, 0.096, 0.023, 0.102, 0.087, 0.096, 0.057, 0.095, 0.093, 0.125, 0.102, 0.074, 0.062, 0.102, 0.096, 0.087, 0.094, 0.023, 0.096, 0.094, 0.096, 0.056, 0.062, 0.089, 0.064, 0.090, 0.093, 0.096, 0.090, 0.096, 0.093, 1.178, -0.277, -0.076, -0.015, -0.395, -0.105, -0.032, 0.109, -0.138, -0.087, 0.036, 0.036, -0.087, 0.062, -0.114, -0.011, 0.138, -0.125, -0.407, -0.019, -0.077, -0.279, 1.194, 0.092, 0.109, 0.139, 0.136